Entry 1:
# C5H7NO

One molecule with the formula C5H7NO (wB97M-V/def2-TZVPD, OMol25).

Atoms and positions in Å:
1 O -1.160 2.413 -0.186
2 C -1.467 1.690 0.993
3 C -0.859 0.351 0.949
4 C -0.286 -0.660 0.625
5 C 0.467 -1.708 -0.033
6 C 1.029 -1.265 -1.340
7 N 1.910 -1.537 -0.215
8 H -0.197 2.456 -0.254
9 H -1.149 2.240 1.890
10 H -2.558 1.615 1.018
11 H 0.142 -2.736 0.102
12 H 0.813 -0.229 -1.601
13 H 1.092 -1.954 -2.177
14 H 2.224 -0.677 0.229

## Properties
E_HOMO = -0.341 hartree
SMILES = OCC#C[C@H]1CN1
Lowest unoccupied orbital energy = 0.027 hartree
Multiplicity = 1
Orbital gap = 10.00 eV
Charge = 0


Entry 2:
# C2H4N4O

One molecule with the formula C2H4N4O (wB97M-V/def2-TZVPD, OMol25).

Atoms and positions in Å:
1 N 2.287 0.135 0.283
2 C 0.970 0.236 -0.202
3 N 0.446 -0.946 -0.495
4 N -0.864 -0.797 -0.328
5 C -1.283 0.426 -0.117
6 O -2.555 0.276 0.488
7 N 0.042 1.240 -0.209
8 H 2.646 -0.817 0.228
9 H 3.013 0.832 0.254
10 H -1.409 -1.639 -0.234
11 H -3.292 0.893 0.386

## Properties
E_HOMO = -0.310 hartree
SMILES = Nc1n[nH]c(O)n1
Lowest unoccupied orbital energy = 0.015 hartree
Multiplicity = 1
Orbital gap = 8.85 eV
Charge = 0


Entry 3:
# C18H22N3OV

C18H22N3OV as an isolated structure (wB97M-V/def2-TZVPD, OMol25).

Atoms and positions in Å:
1 C -3.074 -0.976 -0.018
2 C -3.867 -0.013 -0.900
3 H -2.639 -1.815 -0.559
4 H -3.844 -1.427 0.613
5 H -2.371 -0.514 0.699
6 H -3.282 0.469 -1.691
7 H -4.699 -0.547 -1.372
8 H -4.331 0.786 -0.318
9 C 0.045 -3.010 -0.105
10 C 0.795 -4.159 -0.409
11 C 1.919 -4.048 -1.252
12 C 2.246 -2.778 -1.713
13 H -0.732 -3.020 0.653
14 H 0.525 -5.131 0.015
15 H 2.550 -4.910 -1.509
16 H 3.217 -2.625 -2.180
17 N 0.237 -1.824 -0.744
18 C 1.357 -1.687 -1.516
19 C 1.688 -0.326 -1.969
20 N 0.956 0.722 -1.479
21 C 1.483 1.965 -1.689
22 C 3.204 1.146 -3.183
23 C 2.517 2.224 -2.602
24 H 1.042 2.801 -1.149
25 H 2.799 3.257 -2.833
26 C 2.843 -0.119 -2.762
27 H 3.465 -0.969 -2.995
28 H 4.026 1.275 -3.892
29 V -0.998 -0.011 -0.523
30 C -1.703 2.010 -0.852
31 H -2.069 2.119 -1.882
32 H -0.758 2.542 -0.713
33 H -2.463 2.314 -0.136
34 O -0.440 -0.018 1.181
35 N -0.220 0.670 2.330
36 C -1.199 0.704 3.257
37 C -0.972 1.404 4.434
38 C 0.207 2.131 4.595
39 C 1.190 2.078 3.603
40 C 0.989 1.267 2.495
41 H -2.133 0.219 2.981
42 H -1.710 1.341 5.224
43 H 0.369 2.734 5.492
44 H 2.091 2.681 3.647
45 H 1.742 1.071 1.728

## Properties
E_HOMO (alpha / beta) = -0.150 / -0.256 hartree
Expectation value of S² = 6.0315
Lowest unoccupied orbital energy (alpha / beta) = -0.024 / -0.022 hartree
Multiplicity = 5
Orbital gap (alpha / beta) = 3.42 / 6.36 eV
Charge = 0


These records have total energy values of -8832.6806, -10143.9782, -51223.0409 eV, in the order they appear.